Model one:
Molecular formula: C30H90O15
Method: DFT, the ωB97M-V functional and the def2-TZVPD basis

Last columns: bonded neighbours and bond lengths (Å).
Positions of all 135 atoms, in Å:
1 C 1.156 -2.530 4.411  C2 1.518, H4 1.090, H5 1.090, H6 1.090
2 C 0.528 -1.427 5.243  C1 1.518, O3 1.396, H7 1.090, H8 1.090
3 O 1.285 -0.261 5.116  C2 1.396, H9 0.960
4 H 2.195 -2.737 4.667  C1 1.090
5 H 1.138 -2.275 3.351  C1 1.090
6 H 0.605 -3.467 4.482  C1 1.090
7 H 0.346 -1.663 6.291  C2 1.090
8 H -0.447 -1.174 4.826  C2 1.090
9 H 1.213 0.049 4.210  O3 0.960
10 C -4.123 -2.590 -2.650  C11 1.522, H13 1.090, H14 1.090, H15 1.090
11 C -3.252 -3.445 -3.560  C10 1.522, O12 1.420, H16 1.090, H17 1.090
12 O -2.437 -4.258 -2.729  C11 1.420, H18 0.960
13 H -4.631 -3.110 -1.838  C10 1.090
14 H -4.849 -1.973 -3.179  C10 1.090
15 H -3.414 -1.955 -2.119  C10 1.090
16 H -2.635 -2.828 -4.213  C11 1.090
17 H -3.843 -4.059 -4.239  C11 1.090
18 H -1.993 -4.972 -3.193  O12 0.960
19 C 1.928 2.351 -3.946  C20 1.549, H22 1.090, H23 1.090, H24 1.090
20 C 2.501 1.713 -2.656  C19 1.549, O21 1.359, H25 1.090, H26 1.090
21 O 2.921 0.457 -2.959  C20 1.359, H27 0.960
22 H 1.478 3.269 -3.568  C19 1.090
23 H 1.165 1.707 -4.383  C19 1.090
24 H 2.597 2.591 -4.773  C19 1.090
25 H 1.705 1.641 -1.915  C20 1.090
26 H 3.277 2.308 -2.174  C20 1.090
27 H 3.261 0.049 -2.159  O21 0.960
28 C 0.734 -1.277 -0.106  C29 1.493, H31 1.090, H32 1.090, H33 1.090
29 C -0.526 -0.586 -0.514  C28 1.493, O30 1.452, H34 1.090, H35 1.090
30 O -0.674 0.492 0.448  C29 1.452, H36 0.960
31 H 1.651 -0.690 -0.164  C28 1.090
32 H 0.960 -2.095 -0.789  C28 1.090
33 H 0.668 -1.723 0.886  C28 1.090
34 H -1.391 -1.249 -0.530  C29 1.090
35 H -0.354 -0.115 -1.481  C29 1.090
36 H -0.968 1.236 -0.081  O30 0.960
37 C 3.401 -3.593 1.990  C38 1.520, H40 1.090, H41 1.090, H42 1.090
38 C 4.604 -2.718 2.304  C37 1.520, O39 1.398, H43 1.090, H44 1.090
39 O 5.170 -2.178 1.146  C38 1.398, H45 0.960
40 H 3.796 -4.316 1.277  C37 1.090
41 H 2.569 -3.063 1.527  C37 1.090
42 H 3.084 -4.179 2.853  C37 1.090
43 H 5.314 -3.248 2.939  C38 1.090
44 H 4.321 -1.865 2.921  C38 1.090
45 H 5.686 -2.898 0.777  O39 0.960
46 C 6.094 1.153 0.351  C47 1.538, H49 1.090, H50 1.090, H51 1.090
47 C 5.607 0.353 -0.869  C46 1.538, O48 1.427, H52 1.090, H53 1.090
48 O 4.374 -0.319 -0.616  C47 1.427, H54 0.960
49 H 7.133 1.473 0.277  C46 1.090
50 H 5.943 0.560 1.252  C46 1.090
51 H 5.506 2.068 0.426  C46 1.090
52 H 6.332 -0.415 -1.139  C47 1.090
53 H 5.520 0.935 -1.787  C47 1.090
54 H 4.469 -0.944 0.107  O48 0.960
55 C -2.265 -2.044 2.530  C56 1.524, H58 1.090, H59 1.090, H60 1.090
56 C -3.403 -2.212 3.530  C55 1.524, O57 1.412, H61 1.090, H62 1.090
57 O -3.136 -3.300 4.389  C56 1.412, H63 0.960
58 H -2.076 -2.978 2.002  C55 1.090
59 H -1.297 -1.800 2.967  C55 1.090
60 H -2.506 -1.250 1.823  C55 1.090
61 H -4.320 -2.467 3.000  C56 1.090
62 H -3.506 -1.277 4.080  C56 1.090
63 H -3.860 -3.434 5.005  O57 0.960
64 C -3.057 1.676 -2.828  C65 1.533, H67 1.090, H68 1.090, H69 1.090
65 C -1.759 2.490 -2.799  C64 1.533, O66 1.385, H70 1.090, H71 1.090
66 O -1.430 2.672 -1.466  C65 1.385, H72 0.960
67 H -2.794 0.683 -2.464  C64 1.090
68 H -3.495 1.607 -3.824  C64 1.090
69 H -3.795 2.090 -2.141  C64 1.090
70 H -1.818 3.480 -3.252  C65 1.090
71 H -0.980 1.941 -3.329  C65 1.090
72 H -0.731 3.330 -1.440  O66 0.960
73 C -5.166 0.018 -0.438  C74 1.499, H76 1.090, H77 1.090, H78 1.090
74 C -6.394 -0.800 -0.175  C73 1.499, O75 1.413, H79 1.090, H80 1.090
75 O -6.374 -1.310 1.143  C74 1.413, H81 0.960
76 H -5.068 0.296 -1.488  C73 1.090
77 H -4.286 -0.591 -0.233  C73 1.090
78 H -5.132 0.907 0.192  C73 1.090
79 H -6.461 -1.638 -0.868  C74 1.090
80 H -7.253 -0.160 -0.373  C74 1.090
81 H -6.258 -0.573 1.748  O75 0.960
82 C 3.559 -4.131 -2.014  C83 1.505, H85 1.090, H86 1.090, H87 1.090
83 C 4.353 -3.283 -2.970  C82 1.505, O84 1.430, H88 1.090, H89 1.090
84 O 5.733 -3.627 -2.830  C83 1.430, H90 0.960
85 H 2.509 -3.904 -1.826  C82 1.090
86 H 4.048 -4.156 -1.040  C82 1.090
87 H 3.575 -5.175 -2.328  C82 1.090
88 H 4.276 -2.208 -2.809  C83 1.090
89 H 4.078 -3.475 -4.007  C83 1.090
90 H 6.233 -3.112 -3.467  O84 0.960
91 C 3.403 1.207 3.443  C92 1.516, H94 1.090, H95 1.090, H96 1.090
92 C 2.670 0.947 2.141  C91 1.516, O93 1.397, H97 1.090, H98 1.090
93 O 1.346 0.687 2.501  C92 1.397, H99 0.960
94 H 2.943 2.005 4.026  C91 1.090
95 H 4.434 1.420 3.164  C91 1.090
96 H 3.468 0.285 4.022  C91 1.090
97 H 3.187 0.154 1.601  C92 1.090
98 H 2.758 1.824 1.500  C92 1.090
99 H 0.795 0.556 1.726  O93 0.960
100 C -3.904 5.624 1.345  C101 1.539, H103 1.090, H104 1.090, H105 1.090
101 C -3.699 4.837 0.039  C100 1.539, O102 1.383, H106 1.090, H107 1.090
102 O -3.628 3.476 0.279  C101 1.383, H108 0.960
103 H -3.093 5.577 2.073  C100 1.090
104 H -4.796 5.385 1.924  C100 1.090
105 H -4.136 6.656 1.082  C100 1.090
106 H -2.741 5.101 -0.409  C101 1.090
107 H -4.434 5.108 -0.719  C101 1.090
108 H -3.024 3.103 -0.368  O102 0.960
109 C 0.426 4.075 0.831  C110 1.515, H112 1.090, H113 1.090, H114 1.090
110 C 0.887 5.107 -0.178  C109 1.515, O111 1.418, H115 1.090, H116 1.090
111 O 0.653 4.548 -1.459  C110 1.418, H117 0.960
112 H 0.811 3.070 0.657  C109 1.090
113 H -0.656 3.943 0.840  C109 1.090
114 H 0.740 4.443 1.807  C109 1.090
115 H 1.953 5.307 -0.063  C110 1.090
116 H 0.319 6.023 -0.020  C110 1.090
117 H 0.972 5.172 -2.115  O111 0.960
118 C -2.630 1.525 4.806  C119 1.525, H121 1.090, H122 1.090, H123 1.090
119 C -2.576 1.856 3.318  C118 1.525, O120 1.418, H124 1.090, H125 1.090
120 O -3.660 2.738 3.077  C119 1.418, H126 0.960
121 H -2.148 2.347 5.335  C118 1.090
122 H -2.032 0.635 5.001  C118 1.090
123 H -3.672 1.397 5.099  C118 1.090
124 H -2.560 0.985 2.664  C119 1.090
125 H -1.601 2.322 3.176  C119 1.090
126 H -3.619 3.057 2.172  O120 0.960
127 C -0.191 -1.531 -4.295  C128 1.539, H130 1.090, H131 1.090, H132 1.090
128 C -0.012 -2.432 -5.530  C127 1.539, O129 1.400, H133 1.090, H134 1.090
129 O 0.298 -1.641 -6.643  C128 1.400, H135 0.960
130 H -1.074 -0.913 -4.460  C127 1.090
131 H 0.764 -1.037 -4.112  C127 1.090
132 H -0.378 -2.167 -3.430  C127 1.090
133 H -0.875 -3.004 -5.870  C128 1.090
134 H 0.795 -3.133 -5.317  C128 1.090
135 H 1.080 -1.135 -6.411  O129 0.960

Properties
Multiplicity: 1
Kohn-Sham gap in eV: 9.4854

=====

Model two:
Molecular formula: C30H90O15
Method: DFT, the ωB97M-V functional and the def2-TZVPD basis

Last columns: bonded neighbours and bond lengths (Å).
Positions of all 135 atoms, in Å:
1 C 5.182 1.714 1.072  C2 1.498, H4 1.090, H5 1.090, H6 1.090
2 C 4.356 1.879 2.312  C1 1.498, O3 1.449, H7 1.090, H8 1.090
3 O 3.113 1.144 2.195  C2 1.449, H9 0.960
4 H 4.577 2.102 0.253  C1 1.090
5 H 5.386 0.654 0.917  C1 1.090
6 H 6.092 2.305 1.169  C1 1.090
7 H 4.149 2.925 2.541  C2 1.090
8 H 4.896 1.582 3.211  C2 1.090
9 H 3.312 0.220 2.023  O3 0.960
10 C 2.009 3.221 -1.521  C11 1.552, H13 1.090, H14 1.090, H15 1.090
11 C 2.502 4.644 -1.145  C10 1.552, O12 1.413, H16 1.090, H17 1.090
12 O 2.964 5.290 -2.314  C11 1.413, H18 0.960
13 H 1.369 3.242 -2.403  C10 1.090
14 H 1.341 2.793 -0.772  C10 1.090
15 H 2.844 2.529 -1.631  C10 1.090
16 H 3.265 4.518 -0.377  C11 1.090
17 H 1.669 5.231 -0.758  C11 1.090
18 H 3.825 4.903 -2.489  O12 0.960
19 C 0.306 0.763 -3.382  C20 1.519, H22 1.090, H23 1.090, H24 1.090
20 C -0.442 1.710 -4.304  C19 1.519, O21 1.400, H25 1.090, H26 1.090
21 O -0.235 1.265 -5.615  C20 1.400, H27 0.960
22 H 1.389 0.838 -3.480  C19 1.090
23 H 0.082 -0.285 -3.580  C19 1.090
24 H -0.046 0.955 -2.368  C19 1.090
25 H -0.042 2.718 -4.191  C20 1.090
26 H -1.508 1.849 -4.124  C20 1.090
27 H -0.598 1.951 -6.180  O21 0.960
28 C -2.047 -0.084 4.027  C29 1.496, H31 1.090, H32 1.090, H33 1.090
29 C -2.600 0.984 3.137  C28 1.496, O30 1.387, H34 1.090, H35 1.090
30 O -3.523 1.715 3.871  C29 1.387, H36 0.960
31 H -1.397 -0.692 3.398  C28 1.090
32 H -2.850 -0.717 4.406  C28 1.090
33 H -1.425 0.260 4.853  C28 1.090
34 H -3.026 0.541 2.237  C29 1.090
35 H -1.760 1.605 2.827  C29 1.090
36 H -3.984 2.335 3.302  O30 0.960
37 C 3.749 -1.088 -1.018  C38 1.570, H40 1.090, H41 1.090, H42 1.090
38 C 3.534 -1.382 -2.545  C37 1.570, O39 1.425, H43 1.090, H44 1.090
39 O 4.693 -0.906 -3.223  C38 1.425, H45 0.960
40 H 2.868 -1.509 -0.532  C37 1.090
41 H 3.796 -0.064 -0.647  C37 1.090
42 H 4.588 -1.636 -0.589  C37 1.090
43 H 2.612 -0.920 -2.899  C38 1.090
44 H 3.409 -2.433 -2.804  C38 1.090
45 H 5.109 -1.663 -3.640  O39 0.960
46 C -1.012 5.666 1.404  C47 1.557, H49 1.090, H50 1.090, H51 1.090
47 C -1.577 4.222 1.271  C46 1.557, O48 1.377, H52 1.090, H53 1.090
48 O -0.640 3.397 0.692  C47 1.377, H54 0.960
49 H -0.149 5.641 2.070  C46 1.090
50 H -1.767 6.350 1.791  C46 1.090
51 H -0.639 6.018 0.442  C46 1.090
52 H -2.446 4.101 0.624  C47 1.090
53 H -1.757 3.901 2.297  C47 1.090
54 H -0.121 3.127 1.453  O48 0.960
55 C 1.260 -4.745 -0.268  C56 1.503, H58 1.090, H59 1.090, H60 1.090
56 C 2.134 -5.130 0.892  C55 1.503, O57 1.412, H61 1.090, H62 1.090
57 O 2.100 -4.107 1.865  C56 1.412, H63 0.960
58 H 1.155 -5.641 -0.880  C55 1.090
59 H 1.786 -4.002 -0.868  C55 1.090
60 H 0.258 -4.462 0.055  C55 1.090
61 H 3.164 -5.225 0.550  C56 1.090
62 H 1.826 -6.097 1.289  C56 1.090
63 H 1.230 -4.202 2.259  O57 0.960
64 C -4.638 -0.915 -2.399  C65 1.530, H67 1.090, H68 1.090, H69 1.090
65 C -3.302 -0.751 -1.671  C64 1.530, O66 1.394, H70 1.090, H71 1.090
66 O -3.584 0.147 -0.642  C65 1.394, H72 0.960
67 H -4.891 0.027 -2.886  C64 1.090
68 H -5.396 -1.214 -1.675  C64 1.090
69 H -4.664 -1.774 -3.069  C64 1.090
70 H -2.456 -0.413 -2.270  C65 1.090
71 H -2.938 -1.654 -1.182  C65 1.090
72 H -2.698 0.438 -0.415  O66 0.960
73 C 1.466 2.989 5.211  C74 1.543, H76 1.090, H77 1.090, H78 1.090
74 C 0.646 2.254 4.131  C73 1.543, O75 1.398, H79 1.090, H80 1.090
75 O 1.018 2.729 2.870  C74 1.398, H81 0.960
76 H 1.033 2.729 6.177  C73 1.090
77 H 1.390 4.075 5.150  C73 1.090
78 H 2.525 2.728 5.192  C73 1.090
79 H -0.413 2.387 4.351  C74 1.090
80 H 0.870 1.187 4.162  C74 1.090
81 H 1.771 2.211 2.576  O75 0.960
82 C -0.054 -3.147 -3.318  C83 1.514, H85 1.090, H86 1.090, H87 1.090
83 C -0.557 -3.481 -4.707  C82 1.514, O84 1.398, H88 1.090, H89 1.090
84 O -1.778 -4.155 -4.607  C83 1.398, H90 0.960
85 H 1.000 -2.873 -3.345  C82 1.090
86 H -0.161 -4.109 -2.816  C82 1.090
87 H -0.720 -2.402 -2.882  C82 1.090
88 H 0.061 -4.129 -5.328  C83 1.090
89 H -0.682 -2.574 -5.298  C83 1.090
90 H -2.448 -3.486 -4.767  O84 0.960
91 C 5.604 -2.785 2.233  C92 1.520, H94 1.090, H95 1.090, H96 1.090
92 C 4.639 -1.898 3.002  C91 1.520, O93 1.390, H97 1.090, H98 1.090
93 O 3.481 -1.732 2.252  C92 1.390, H99 0.960
94 H 5.937 -2.263 1.335  C91 1.090
95 H 5.129 -3.735 1.990  C91 1.090
96 H 6.423 -2.969 2.929  C91 1.090
97 H 5.059 -0.936 3.297  C92 1.090
98 H 4.383 -2.424 3.922  C92 1.090
99 H 3.142 -2.615 2.089  O93 0.960
100 C -0.136 -1.258 0.503  C101 1.518, H103 1.090, H104 1.090, H105 1.090
101 C -0.032 0.244 0.702  C100 1.518, O102 1.446, H106 1.090, H107 1.090
102 O -1.027 0.918 -0.104  C101 1.446, H108 0.960
103 H -1.038 -1.768 0.842  C100 1.090
104 H 0.716 -1.864 0.810  C100 1.090
105 H -0.158 -1.380 -0.580  C100 1.090
106 H 0.962 0.608 0.445  C101 1.090
107 H -0.167 0.607 1.721  C101 1.090
108 H -0.970 1.859 0.074  O102 0.960
109 C -1.389 4.637 -2.560  C110 1.507, H112 1.090, H113 1.090, H114 1.090
110 C -2.640 5.452 -2.350  C109 1.507, O111 1.384, H115 1.090, H116 1.090
111 O -2.847 6.370 -3.365  C110 1.384, H117 0.960
112 H -1.274 3.780 -1.898  C109 1.090
113 H -0.532 5.286 -2.376  C109 1.090
114 H -1.296 4.325 -3.601  C109 1.090
115 H -2.652 5.940 -1.376  C110 1.090
116 H -3.465 4.740 -2.311  C110 1.090
117 H -2.198 7.068 -3.246  O111 0.960
118 C -4.803 -3.053 3.155  C119 1.573, H121 1.090, H122 1.090, H123 1.090
119 C -4.306 -2.379 1.823  C118 1.573, O120 1.399, H124 1.090, H125 1.090
120 O -4.850 -1.102 1.645  C119 1.399, H126 0.960
121 H -4.269 -3.963 3.429  C118 1.090
122 H -5.890 -3.126 3.169  C118 1.090
123 H -4.725 -2.364 3.996  C118 1.090
124 H -4.503 -2.986 0.939  C119 1.090
125 H -3.231 -2.199 1.849  C119 1.090
126 H -4.391 -0.708 0.900  O120 0.960
127 C -2.622 -4.431 -1.066  C128 1.548, H130 1.090, H131 1.090, H132 1.090
128 C -4.025 -5.085 -1.031  C127 1.548, O129 1.420, H133 1.090, H134 1.090
129 O -4.274 -5.737 0.205  C128 1.420, H135 0.960
130 H -2.422 -3.879 -0.148  C127 1.090
131 H -2.377 -3.832 -1.943  C127 1.090
132 H -1.881 -5.231 -1.052  C127 1.090
133 H -4.074 -5.847 -1.809  C128 1.090
134 H -4.875 -4.426 -1.208  C128 1.090
135 H -4.843 -6.498 0.070  O129 0.960

Properties
Multiplicity: 1
Kohn-Sham gap in eV: 9.6686

=====

Top of the stability list: model one, leading by 77.5 kJ/mol.